No. 1
{"formula": "C25H36CuN7O2SSi", "method": "ωB97M-V/def2-TZVPD", "total_charge": -1, "spin_multiplicity": 2, "relative_energy_kcal_mol": 4.0, "s2": 0.7552, "species": ["Cu", "C", "C", "O", "H", "H", "H", "S", "C", "N", "C", "C", "C", "N", "H", "H", "H", "H", "H", "H", "H", "H", "N", "C", "C", "C", "N", "C", "N", "C", "Si", "C", "C", "N", "C", "C", "C", "C", "C", "C", "H", "H", "H", "H", "H", "H", "H", "H", "H", "H", "H", "H", "H", "H", "O", "C", "C", "C", "C", "C", "C", "N", "H", "H", "H", "H", "H", "H", "H", "H", "H", "H", "H"], "xyz": [[0.1458, -0.5156, 0.9189], [0.2558, -1.4627, 3.7971], [1.0771, -1.3249, 2.5222], [2.2232, -1.6700, 2.4803], [0.8269, -2.0063, 4.5518], [-0.6892, -1.9550, 3.5736], [0.0166, -0.4581, 4.1515], [-1.7402, 1.1781, -2.0630], [-0.3030, 1.1647, -2.9564], [0.0215, 0.0884, -3.6934], [1.2674, -0.0798, -4.4237], [2.3342, 0.8155, -3.8268], [1.7917, 2.2278, -3.7057], [0.5362, 2.2058, -2.9742], [-0.5761, -0.7085, -3.5520], [1.1129, 0.1598, -5.4831], [1.5652, -1.1254, -4.3486], [3.2245, 0.8058, -4.4567], [2.6120, 0.4390, -2.8417], [1.6365, 2.6662, -4.6995], [2.4709, 2.8850, -3.1646], [0.2967, 2.9998, -2.4017], [0.3191, 1.5069, 1.2227], [0.9971, 2.4412, 1.1156], [1.7465, 3.6011, 0.9481], [2.5424, 4.1186, 1.9921], [3.1876, 4.5426, 2.8506], [1.6395, 4.2555, -0.2939], [1.5120, 4.7688, -1.3229], [-2.2036, -2.6934, 0.0632], [-0.6533, -2.9237, -0.9604], [-0.0049, -4.6598, -0.5926], [-1.2814, -2.8932, -2.7506], [0.4961, -1.7040, -0.5783], [1.7708, -1.6679, -1.0877], [2.2160, -2.4892, -2.1486], [3.5143, -2.4305, -2.6316], [4.4485, -1.5632, -2.0833], [4.0393, -0.7474, -1.0327], [2.7432, -0.7873, -0.5568], [-2.9140, -3.4833, -0.1982], [-2.6674, -1.7310, -0.1610], [-2.0247, -2.7382, 1.1379], [-0.7886, -5.4041, -0.7600], [0.3004, -4.7206, 0.4546], [0.8585, -4.9354, -1.1994], [-1.8838, -3.7843, -2.9483], [-0.4954, -2.8554, -3.5071], [-1.9371, -2.0252, -2.8682], [1.5325, -3.1976, -2.5982], [3.7979, -3.0872, -3.4478], [5.4638, -1.5273, -2.4561], [4.7412, -0.0614, -0.5725], [2.4679, -0.1432, 0.2698], [-1.9675, -0.3530, 2.0823], [-2.8595, 0.4684, 2.1309], [-2.9117, 1.6961, 1.2694], [-2.7897, 2.9140, 2.2195], [-1.9789, 2.6666, 3.5093], [-2.7698, 2.0553, 4.6794], [-3.1913, 0.5982, 4.4796], [-3.8091, 0.4259, 3.1551], [-3.8405, 1.7436, 0.6957], [-2.0881, 1.6532, 0.5622], [-3.7862, 3.2703, 2.5046], [-2.3283, 3.7258, 1.6562], [-1.5819, 3.6262, 3.8466], [-1.1070, 2.0488, 3.2774], [-3.6672, 2.6635, 4.8486], [-2.1764, 2.1261, 5.5956], [-3.8953, 0.2839, 5.2517], [-2.3347, -0.0732, 4.5208], [-4.5037, 1.1497, 3.0126]], "forces_ev_per_angstrom": [[0.0, 0.1, 0.1], [0.0, 0.0, 0.0], [0.0, 0.0, 0.0], [-0.1, 0.0, 0.0], [0.0, 0.0, 0.0], [0.0, 0.0, 0.0], [0.0, 0.0, 0.0], [0.0, 0.1, 0.0], [-0.1, -0.1, 0.0], [0.0, 0.0, 0.0], [0.0, 0.0, -0.1], [0.1, 0.0, 0.0], [0.0, 0.1, 0.0], [0.0, 0.0, 0.0], [0.0, 0.1, 0.0], [0.0, 0.0, 0.0], [0.0, 0.0, 0.0], [0.0, 0.0, 0.0], [0.0, 0.0, 0.0], [0.0, 0.0, 0.0], [0.0, 0.0, 0.0], [0.0, 0.0, 0.0], [0.2, -0.2, 0.0], [-0.1, 0.0, 0.1], [0.0, -0.1, 0.0], [0.0, 0.0, 0.0], [0.0, 0.0, 0.0], [0.0, 0.2, -0.1], [0.0, -0.1, 0.0], [0.0, 0.0, 0.0], [0.0, 0.0, 0.0], [0.0, 0.0, 0.0], [0.0, 0.0, 0.1], [-0.1, 0.0, 0.0], [0.1, 0.0, 0.0], [0.0, 0.0, 0.0], [0.0, 0.0, 0.0], [0.0, 0.0, 0.0], [0.0, 0.0, 0.0], [0.0, 0.0, 0.0], [0.0, 0.0, 0.0], [0.0, 0.0, 0.0], [0.0, 0.0, 0.0], [0.0, 0.0, 0.0], [0.0, 0.0, 0.0], [0.0, 0.0, 0.0], [0.0, 0.0, 0.0], [0.0, 0.0, 0.0], [0.0, 0.0, 0.0], [0.0, 0.0, 0.0], [0.0, 0.0, 0.0], [0.0, 0.0, 0.0], [0.0, 0.0, 0.0], [0.0, 0.0, 0.0], [0.0, -0.1, 0.0], [0.0, 0.1, 0.0], [0.0, 0.0, 0.0], [0.0, 0.0, 0.0], [0.0, 0.0, 0.0], [0.0, 0.0, 0.0], [0.0, 0.0, 0.0], [0.0, 0.0, 0.0], [0.0, 0.0, 0.0], [0.0, 0.0, 0.0], [0.0, 0.0, 0.0], [0.0, 0.0, 0.0], [0.0, 0.0, 0.0], [0.0, 0.0, 0.0], [0.0, 0.0, 0.0], [0.0, 0.0, 0.0], [0.0, 0.0, 0.0], [0.0, 0.0, 0.0], [0.0, 0.0, 0.0]], "lowdin_charge": [0.358, -0.071, -0.359, 0.036, 0.073, 0.060, 0.065, 0.567, -0.861, 0.025, -0.171, -0.158, -0.172, 0.020, 0.061, 0.115, 0.100, 0.119, 0.091, 0.117, 0.105, 0.078, 0.171, -0.149, -0.278, -0.261, 0.105, -0.242, 0.122, -0.175, 0.373, -0.173, -0.180, -0.123, -0.360, -0.084, -0.123, -0.137, -0.112, -0.061, 0.031, 0.021, 0.019, 0.021, 0.027, 0.014, 0.028, 0.011, 0.010, 0.073, 0.095, 0.085, 0.102, 0.078, 0.027, -0.460, -0.126, -0.169, -0.189, -0.184, -0.183, 0.063, 0.123, 0.016, 0.103, 0.111, 0.111, 0.093, 0.107, 0.108, 0.109, 0.099, 0.116]}

---

No. 2
{"formula": "C2H4N2", "method": "ωB97M-V/def2-TZVPD", "total_charge": 0, "relative_energy_kcal_mol": 146.4, "species": ["C", "C", "N", "N", "H", "H", "H", "H"], "xyz": [[-1.5023, -0.7162, 0.1617], [-1.3612, 0.5748, 0.1274], [-0.6239, -0.0264, -0.8627], [1.4593, -0.0167, 0.0429], [-1.9617, -1.6586, 0.4701], [-1.3830, 1.6119, 0.4612], [1.2164, 0.7376, 0.6177], [1.7996, 0.3790, -0.8771]], "forces_ev_per_angstrom": [[-0.1, 0.6, -0.6], [0.3, 0.6, 0.4], [0.2, -1.2, 0.8], [0.2, -1.5, -2.7], [0.6, 0.6, -0.3], [-0.5, -0.5, 0.1], [-0.4, 1.8, 1.0], [-0.4, -0.3, 1.4]], "lowdin_charge": [-0.020, -0.176, 0.053, 0.021, 0.099, 0.110, -0.083, -0.004]}

---

No. 3
{"formula": "C21H21ClN2O6S2", "method": "ωB97M-V/def2-TZVPD", "total_charge": 0, "relative_energy_kcal_mol": 7.3, "smiles": "COc1ccc(NS(=O)(=O)c2ccc(OC)c(N(C)S(=O)(=O)c3ccc(Cl)cc3)c2)cc1", "species": ["C", "O", "C", "C", "C", "C", "N", "S", "O", "O", "C", "C", "C", "C", "O", "C", "C", "N", "C", "S", "O", "O", "C", "C", "C", "C", "Cl", "C", "C", "C", "C", "C", "H", "H", "H", "H", "H", "H", "H", "H", "H", "H", "H", "H", "H", "H", "H", "H", "H", "H", "H", "H", "H"], "xyz": [[-3.1632, 0.7267, -2.4608], [-2.9488, 1.9848, -1.8584], [-1.6654, 2.4109, -1.7108], [-0.5483, 1.7658, -2.2287], [0.7175, 2.2588, -1.9658], [0.8894, 3.4070, -1.2063], [2.1655, 3.8630, -0.8304], [2.4345, 3.9060, 0.8355], [3.8337, 3.6432, 1.0074], [1.8947, 5.1129, 1.3787], [1.4482, 2.5183, 1.3875], [0.2519, 2.7231, 2.0370], [-0.5858, 1.6461, 2.2778], [-0.2362, 0.3692, 1.8513], [-0.9733, -0.7422, 2.0838], [-2.3245, -0.5789, 2.4648], [0.9786, 0.1803, 1.1587], [1.2541, -1.1078, 0.6679], [2.6342, -1.5069, 0.4989], [0.3273, -1.5502, -0.6822], [1.0976, -1.3613, -1.8796], [-0.9539, -0.9150, -0.6264], [0.1405, -3.3062, -0.3879], [0.4965, -4.2163, -1.3645], [0.3433, -5.5710, -1.1221], [-0.1651, -5.9862, 0.1017], [-0.3566, -7.6692, 0.4106], [-0.5193, -5.0679, 1.0831], [-0.3642, -3.7162, 0.8320], [1.8147, 1.2623, 0.9433], [-0.2301, 4.0830, -0.7301], [-1.4912, 3.5885, -0.9797], [-4.2327, 0.5400, -2.3742], [-2.8847, 0.7402, -3.5195], [-2.6041, -0.0569, -1.9419], [-0.6379, 0.8598, -2.8035], [1.5767, 1.7297, -2.3527], [2.9245, 3.3800, -1.2891], [-0.0107, 3.7203, 2.3492], [-1.5155, 1.8119, 2.7967], [-2.4091, -0.1790, 3.4801], [-2.7627, -1.5752, 2.4332], [-2.8518, 0.0695, 1.7616], [3.2096, -1.1874, 1.3651], [2.6530, -2.5950, 0.4338], [3.0733, -1.0982, -0.4153], [0.8922, -3.8516, -2.2991], [0.6140, -6.2993, -1.8699], [-0.9086, -5.4139, 2.0275], [-0.6193, -2.9681, 1.5643], [2.7508, 1.1459, 0.4216], [-0.0862, 4.9794, -0.1490], [-2.3674, 4.0937, -0.6052]], "forces_ev_per_angstrom": [[0.0, -0.2, -0.1], [0.1, 0.3, 0.1], [0.1, 0.2, 0.1], [-0.3, 0.0, -0.1], [0.1, 0.3, 0.1], [-0.8, 0.0, -0.4], [0.5, 0.2, 0.7], [0.3, -0.2, -0.1], [0.0, -0.3, -0.1], [-0.4, -0.1, -0.1], [0.4, 0.6, 0.0], [0.1, 0.0, 0.1], [-0.1, -0.2, 0.0], [0.1, 0.1, 0.2], [0.3, 0.2, 0.1], [-0.2, 0.0, 0.1], [-0.4, 0.7, 0.2], [-0.7, -0.4, -0.7], [0.5, -0.2, -0.1], [0.0, -0.4, 0.0], [0.2, -0.2, 0.0], [0.0, -0.1, 0.4], [0.2, 0.5, -0.1], [0.0, 0.1, -0.1], [-0.1, 0.0, 0.1], [0.1, 0.3, -0.1], [0.0, -0.2, 0.0], [0.0, 0.0, -0.1], [-0.1, -0.1, 0.1], [-0.1, -0.4, 0.1], [0.0, -0.1, -0.3], [-0.1, -0.2, -0.1], [0.1, 0.0, -0.1], [0.0, 0.0, 0.0], [-0.1, 0.1, -0.1], [-0.1, -0.1, 0.0], [0.1, -0.1, 0.0], [0.2, 0.0, 0.1], [-0.1, 0.1, 0.0], [-0.1, 0.0, 0.1], [0.0, 0.0, -0.1], [0.0, 0.1, 0.0], [0.0, 0.0, 0.0], [-0.1, 0.0, 0.0], [0.2, 0.0, 0.0], [0.1, 0.0, 0.1], [0.1, 0.0, -0.1], [0.0, -0.1, 0.0], [0.0, 0.0, 0.1], [0.0, 0.0, 0.2], [0.1, -0.1, -0.2], [-0.1, 0.1, 0.0], [-0.1, 0.1, 0.1]], "lowdin_charge": [-0.079, -0.082, -0.273, -0.018, -0.019, -0.336, -0.051, 0.666, -0.292, -0.279, -0.275, -0.043, 0.023, -0.207, -0.111, -0.057, -0.187, -0.200, -0.073, 0.711, -0.279, -0.255, -0.270, -0.043, -0.086, -0.666, 0.697, -0.081, -0.039, 0.012, -0.035, 0.012, 0.093, 0.097, 0.067, 0.102, 0.119, 0.112, 0.121, 0.113, 0.097, 0.096, 0.106, 0.108, 0.092, 0.088, 0.117, 0.110, 0.109, 0.105, 0.127, 0.114, 0.121]}